No. 1
90
Properties=species:S:1:pos:R:3 method="wB97M-V/def2-TZVPD" e_homo_ev="-8.193 / -10.700" charge=+1 orbital_gap_ev="5.01 / 5.90" s2=8.797 multiplicity=6
Ru 0.03833 -0.28576 0.27228
O -6.05598 0.51195 -4.22666
N -5.09636 1.15273 -3.84400
O -4.85946 2.28696 -4.21677
C -4.17583 0.51753 -2.89362
C -4.47763 -0.78002 -2.55974
C -3.65633 -1.49316 -1.69073
C -3.89431 -2.82843 -1.28449
C -3.04513 -3.43624 -0.40617
C -1.91311 -2.73224 0.06210
N -1.64982 -1.50905 -0.30232
C -2.51453 -0.85763 -1.16228
C -2.22479 0.47096 -1.45715
N -1.12824 1.01202 -0.80568
C -0.80892 2.33729 -1.03954
C -1.52007 3.09112 -1.90630
C -2.63689 2.55478 -2.58546
C -3.03287 1.21701 -2.34821
H -5.36001 -1.23505 -2.98470
H -4.76195 -3.34918 -1.67640
H -3.20735 -4.45275 -0.07016
H -1.20912 -3.20506 0.73126
H 0.01453 2.74665 -0.48061
H -1.22702 4.12079 -2.06826
H -3.19712 3.16056 -3.26803
Se 3.69745 -2.06980 2.78262
C 2.32617 -1.70075 1.77531
N 1.39805 -1.44739 1.08841
C -3.21431 0.99932 1.93594
Si -1.93368 2.00575 2.81487
C -2.13926 3.79402 2.38415
C -1.88327 1.76864 4.64429
As 0.24188 1.33645 2.08636
Si 1.73661 3.17361 2.36960
C 1.31029 4.51665 1.16590
C 3.46229 2.55406 2.10300
C 1.49305 3.72724 4.11414
H -4.04648 0.76694 2.61010
H -2.80301 0.05386 1.58108
H -3.60961 1.55749 1.08094
H -3.11381 4.13720 2.75857
H -2.12801 3.93880 1.29696
H -1.36636 4.42913 2.83060
H -2.83821 2.04645 5.10393
H -1.09737 2.38875 5.08407
H -1.65929 0.72845 4.89870
H 1.80830 4.37456 0.19998
H 1.65255 5.47204 1.58257
H 0.23383 4.59548 0.99117
H 3.76795 2.61477 1.05383
H 3.58190 1.52112 2.44670
H 4.15596 3.17602 2.68184
H 0.49731 4.15500 4.26596
H 2.23498 4.49808 4.35436
H 1.62151 2.89688 4.81485
N 2.18096 0.79888 -0.58467
C 2.69524 0.69691 -1.92507
C 2.12205 1.43342 -2.95060
C 2.60531 1.29896 -4.24599
C 3.65544 0.43090 -4.51858
C 4.22483 -0.30031 -3.48357
C 3.74456 -0.17116 -2.18723
H 2.82588 0.38738 0.07659
H 2.03255 1.76507 -0.32919
H 1.28819 2.09892 -2.74134
H 2.15881 1.88110 -5.04340
H 4.03308 0.33317 -5.52833
H 5.05856 -0.96456 -3.68090
H 4.18920 -0.74456 -1.37659
N -0.13595 -3.30238 3.16715
C -0.92537 -2.25761 3.48339
O -1.07428 -1.28659 2.73908
C -1.64362 -2.33258 4.80618
I -0.26819 -1.94706 6.38845
H 0.43677 -3.25630 2.33834
H 0.04137 -4.03971 3.82859
H -2.07325 -3.31236 4.99108
H -2.40612 -1.56585 4.85176
Br 1.16143 -4.71758 -0.15756
C 2.12192 -4.72683 -1.79031
C 2.94187 -5.82174 -2.03689
C 3.69279 -5.87695 -3.20241
C 3.63537 -4.83507 -4.11535
C 2.80660 -3.75003 -3.87795
C 2.04429 -3.69913 -2.72118
I 0.76667 -2.06659 -2.53812
H 2.97768 -6.62790 -1.31684
H 4.32091 -6.74025 -3.39230
H 4.22977 -4.86458 -5.02000
H 2.74724 -2.94167 -4.59546

No. 2
27
Properties=species:S:1:pos:R:3 method="wB97M-V/def2-TZVPD" e_homo_ev=-14.359 charge=+1 orbital_gap_ev=11.86 smiles="CC(C)P(N)(=[NH2+])C(C)C"
C -0.80802 1.47731 2.18539
C -1.27818 0.44634 1.06994
C -1.84629 -0.81943 1.61041
P 0.25477 0.41451 -0.02004
N 1.61488 0.47833 0.91913
N 0.31345 1.64771 -1.02260
C 0.53158 -1.14975 -1.04048
C 1.93700 -1.00332 -1.75891
C -0.52747 -1.19803 -2.08403
H -0.39014 1.05094 3.11569
H -1.53142 2.13852 2.76547
H -0.04000 2.16399 1.79240
H -1.92653 0.95024 0.33612
H -1.01401 -1.28452 2.33967
H -2.18890 -1.57070 0.75255
H -2.74446 -0.56257 2.18415
H 1.56334 0.80882 1.88672
H 2.34394 -0.03408 0.62452
H 1.11527 2.20820 -0.99501
H -0.39706 2.13217 -1.56162
H 0.58579 -1.96405 -0.32470
H 1.97392 -0.01251 -2.29925
H 1.99798 -1.73857 -2.62189
H 2.74814 -1.13773 -1.06438
H -0.50475 -2.07666 -2.66362
H -0.30903 -0.27085 -2.59508
H -1.47381 -1.09430 -1.53053

No. 3
15
Properties=species:S:1:pos:R:3 method="wB97M-V/def2-TZVPD" e_homo_ev=-9.864 charge=0 orbital_gap_ev=10.78 smiles=C[C@@]1(O)C[C@H]2O[C@H]21
C 1.51932 0.71652 -0.35259
C 0.34389 0.02534 0.31977
O 0.65267 -0.44859 1.61817
C -1.04608 0.73561 0.43050
C -1.64594 -0.42859 -0.35591
O -0.97375 -0.44823 -1.61785
C -0.34713 -1.07358 -0.50643
H 1.19613 1.25852 -1.24630
H 2.02130 1.40873 0.33169
H 2.25392 -0.03580 -0.67129
H 1.24870 -1.20300 1.53343
H -1.35818 0.78099 1.47660
H -1.16244 1.71063 -0.04893
H -2.63141 -0.87704 -0.31241
H -0.07101 -2.12151 -0.59845

No. 4
6
Properties=species:S:1:pos:R:3 method="wB97M-V/def2-TZVPD" e_homo_ev=-9.637 charge=0 orbital_gap_ev=8.71 smiles="FN(F)C=S"
F -1.61576 1.55816 0.26772
N -1.77822 0.31804 -0.34172
F -2.97536 0.00372 -0.03064
C -0.54396 -0.64473 0.11994
S -0.55416 -2.22080 0.02697
H 0.32166 -0.01226 0.23273

No. 5
19
Properties=species:S:1:pos:R:3 method="wB97M-V/def2-TZVPD" e_homo_ev=-8.220 charge=0 orbital_gap_ev=8.94 smiles="C/C=C1/N=CC[N@+]1(C)[O-]"
C 2.10725 1.34712 0.86796
C 1.18055 1.27717 -0.27211
C 0.01987 0.63958 -0.48060
N -0.90059 0.75805 -1.62160
C -1.87731 0.02410 -1.44927
C -1.95863 -0.70440 -0.11306
N -0.52852 -0.49766 0.38154
C 0.31752 -1.66558 0.09294
O -0.59452 -0.23727 1.63703
H 2.27832 2.43333 1.05030
H 3.08816 1.01155 0.52999
H 1.79955 0.96781 1.84690
H 1.46533 1.99678 -1.02769
H -2.79121 0.10780 -2.05677
H -2.63901 0.05364 0.44988
H -2.44562 -1.63987 0.05820
H -0.07959 -2.47470 0.71409
H 0.30003 -2.08168 -0.96384
H 1.25840 -1.31577 0.35611

No. 6
9
Properties=species:S:1:pos:R:3 method="wB97M-V/def2-TZVPD" e_homo_ev="-10.142 / -9.596" charge=0 orbital_gap_ev="8.20 / 7.20"
C -1.05638 0.26220 0.75804
C 1.09677 -0.19541 -0.95201
C -1.03673 -0.83727 0.08614
C 1.69550 -0.93449 -1.69775
C -0.50247 1.35577 1.25171
F -1.68235 -1.86897 -0.26009
F 2.60960 -1.28448 -2.54616
F -0.52179 2.63871 0.80256
F -0.27331 1.39288 2.56758

No. 7
10
Properties=species:S:1:pos:R:3 method="wB97M-V/def2-TZVPD" e_homo_ev=-8.717 charge=0 orbital_gap_ev=9.73 smiles="[H]/N=N/NSC"
H 3.48390 -0.46221 -0.67787
N 2.72867 -0.20012 0.02487
N 1.65420 0.21890 -0.50764
N 0.66083 0.36301 0.34754
S -0.68874 1.12101 -0.18944
C -2.00382 -0.09042 -0.12563
H 0.78095 0.10340 1.44944
H -3.00187 0.28871 -0.28806
H -1.88004 -0.57902 0.81841
H -1.73408 -0.76327 -0.85162

No. 8
91
Properties=species:S:1:pos:R:3 method="wB97M-V/def2-TZVPD" e_homo_ev=-7.852 charge=0 orbital_gap_ev=6.89
Ti -0.59986 -0.64839 0.54449
C 2.58698 -3.24918 2.35651
Si 2.17639 -1.42592 2.21831
C 3.72378 -0.37345 2.39173
C 1.17070 -1.00763 3.73937
N 1.35606 -1.05238 0.67098
C 1.93783 -1.53504 -0.50330
C 3.23401 -2.05636 -0.63293
C 3.70539 -2.53364 -1.84619
C 2.90913 -2.50781 -2.97925
C 1.63636 -1.95953 -2.90199
C 1.20258 -1.46588 -1.69101
O -0.04984 -0.85197 -1.53531
C -0.60739 -0.26363 -2.69137
C -0.04132 0.91031 -3.15269
C -0.59998 1.51869 -4.26430
C -1.70025 0.94517 -4.89044
C -2.23787 -0.24074 -4.41264
C -1.68637 -0.86657 -3.30029
H 3.32847 -3.35297 3.15550
H 2.98674 -3.72048 1.46159
H 1.69653 -3.80402 2.65526
H 4.19513 -0.60391 3.35220
H 3.45610 0.68690 2.40587
H 4.47643 -0.50817 1.61540
H 1.65929 -1.57231 4.54176
H 0.12977 -1.32253 3.71725
H 1.23401 0.04469 4.01452
H 3.88371 -2.09790 0.22846
H 4.70860 -2.93682 -1.89720
H 3.27005 -2.89960 -3.91995
H 1.00060 -1.90074 -3.77455
H 0.80829 1.33341 -2.63085
H -0.18302 2.44524 -4.63669
H -2.13818 1.42425 -5.75619
H -3.09140 -0.68671 -4.90566
H -2.08802 -1.78453 -2.89709
S -0.79301 -2.84832 1.35301
C -2.50442 -3.02258 1.71680
C -2.91938 -3.92148 2.69045
C -4.26987 -4.09943 2.96481
C -4.66784 -5.03229 3.97927
N -4.96167 -5.78429 4.79703
C -5.21981 -3.35826 2.24951
C -4.80475 -2.45553 1.27999
C -3.45238 -2.27588 0.99899
S -2.95056 -1.16559 -0.25202
C -6.62462 -3.51167 2.50223
N -7.75199 -3.63674 2.68552
H -2.18799 -4.49312 3.24582
H -5.54564 -1.88612 0.73549
O -1.48801 0.12273 2.22988
C -0.52055 0.82899 1.90920
C 0.01902 1.97960 2.61302
C -0.36429 2.24017 3.93054
C 0.28061 3.22973 4.64460
C 1.30767 3.95156 4.04273
C 1.66635 3.71234 2.72516
C 1.02094 2.72907 1.98014
P 1.31072 2.48805 0.17105
C 0.68866 4.08316 -0.47494
C 0.98984 4.38288 -1.80621
C 0.45229 5.50087 -2.42051
C -0.41167 6.33291 -1.71847
C -0.72717 6.03766 -0.40238
C -0.17971 4.92070 0.21718
C 3.11746 2.68528 -0.02066
C 3.83733 1.53798 -0.34585
C 5.21093 1.59554 -0.53770
C 5.87667 2.80453 -0.41323
C 5.16668 3.95951 -0.10567
C 3.79551 3.90170 0.08372
H -1.14216 1.63577 4.37987
H -0.00112 3.43334 5.66905
H 1.82810 4.71680 4.60467
H 2.45135 4.30362 2.27099
H 1.66107 3.73878 -2.36547
H 0.70492 5.72302 -3.44964
H -0.83798 7.20394 -2.19884
H -1.40649 6.67414 0.15011
H -0.45121 4.70092 1.24244
H 3.31638 0.59387 -0.45832
H 5.75561 0.69539 -0.79434
H 6.94712 2.85365 -0.56688
H 5.68374 4.90689 -0.02255
H 3.24327 4.81029 0.29254
Cl -3.92709 3.55406 0.77285
C -3.59160 2.14777 -0.23670
Cl -1.85388 2.03544 -0.62199
H -4.12363 2.24289 -1.17481
H -3.85577 1.23719 0.28977

No. 9
11
Properties=species:S:1:pos:R:3 method="wB97M-V/def2-TZVPD" e_homo_ev=-11.284 charge=0 orbital_gap_ev=12.13 smiles=CCC(F)(Cl)Cl
C -0.00144 1.25566 0.14868
C -0.53891 -0.00849 -0.53385
C 0.23662 -1.12856 0.13772
F 0.47566 -0.86375 1.46283
Cl 1.80678 -1.16679 -0.57705
Cl -0.54638 -2.62188 0.21188
H -0.32047 2.22032 -0.28282
H -0.31260 1.22067 1.21638
H 1.03198 1.31421 0.09539
H -1.57981 -0.10547 -0.29673
H -0.25143 -0.11593 -1.58242

No. 10
35
Properties=species:S:1:pos:R:3 method="wB97M-V/def2-TZVPD" e_homo_ev="-7.159 / -8.237" charge=0 orbital_gap_ev="7.13 / 7.62" s2=3.774 multiplicity=4
C -0.70527 1.25850 0.54795
C -1.47249 -0.66411 -1.55340
C -0.59049 2.46800 -0.28638
H -0.27576 1.34508 1.55065
C -0.46923 -0.10322 -2.41933
H -1.71287 -1.70675 -1.76663
H -1.45775 3.10683 0.02054
H -0.04090 -0.78584 -3.16749
C -0.74718 2.45370 -1.81135
H -0.25684 3.37566 -2.15737
H -1.79923 2.62668 -2.10018
C -2.12406 0.67126 0.54896
H -2.85821 1.47752 0.77299
H -2.27043 -0.07844 1.34862
C -2.53757 0.09159 -0.82763
H -2.96363 0.90589 -1.44180
H -3.36119 -0.63200 -0.65495
C -0.19607 1.33419 -2.73041
H -0.64244 1.59255 -3.71067
H 0.88401 1.48632 -2.89761
V 0.16412 -0.17004 -0.56802
H 0.17087 3.17277 0.11782
O 4.03403 -1.78447 -0.57943
C 2.88998 -1.36279 -0.37627
O 2.15913 -0.64751 -1.18488
C 2.25297 -1.66977 0.95076
C 2.95497 -2.23389 2.02676
C 2.28432 -2.40387 3.23565
C 0.94851 -1.99050 3.33845
C 0.31384 -1.40529 2.24170
N 0.96215 -1.26365 1.05938
H 3.99957 -2.49605 1.85347
H 2.79533 -2.84016 4.08909
H 0.38017 -2.09183 4.26473
H -0.71235 -1.03639 2.26630

No. 11
16
Properties=species:S:1:pos:R:3 method="wB97M-V/def2-TZVPD" e_homo_ev=-9.680 charge=0 orbital_gap_ev=10.47 smiles="C[C@H](O)CNC=O"
C 1.98019 -0.06446 -1.16316
C 0.96893 0.44208 -0.24508
O 1.57877 0.47520 1.06177
C -0.51198 -0.24129 -0.22369
N -1.43925 0.31980 0.80473
C -2.69725 -0.16579 0.80269
O -2.92652 -1.32273 0.37316
H 2.03125 -1.16718 -1.14512
H 1.71552 0.15025 -2.23015
H 2.81484 0.51911 -1.01787
H 0.60916 1.50780 -0.43121
H 1.71378 -0.34302 1.51065
H -0.37324 -1.25778 0.10054
H -0.92091 -0.19028 -1.24865
H -1.07732 1.05218 1.57879
H -3.46598 0.28609 1.47262

No. 12
12
Properties=species:S:1:pos:R:3 method="wB97M-V/def2-TZVPD" e_homo_ev=-8.618 charge=0 orbital_gap_ev=9.25
N 2.99235 -0.87693 -1.11770
C 2.10942 -0.66603 -0.40085
C 1.00650 -0.20507 0.44275
C 0.68353 1.18741 0.03986
C -1.62606 0.06864 0.00360
N -0.24963 -0.29429 -0.31166
H 1.00233 -0.63015 1.44534
H -1.61960 0.66671 0.90912
H 0.10659 1.57342 0.91224
H -1.94391 0.70484 -0.82966
H -2.31743 -0.77038 0.11476
H -0.14410 -0.75816 -1.20780

We obtain energy relative to the best compared isomer or geometry (same formula, charge and spin) values of 0.774, 0.000, 2.294, 0.605, 4.823, 0.000, 2.519, 0.000, 0.336, 0.000, 2.345, 4.975 eV for the records listed above, in that order.
We obtain maximum force values of 0.84, 4.68, 0.30, 5.56, 3.91, 3.93, 4.03, 0.49, 2.41, 5.85, 4.55, 1.13 eV Å⁻¹ for the records listed above, in that order.